(1)
Density functional theory data (the ωB97M-V functional and the def2-TZVPD basis) for a single C3H5NS3 molecule.

Last column: Mulliken charge in e.
Geometry (Å):
C (-0.35778, 1.90484, 0.93618)  -0.756
C (-0.71405, -0.17136, -0.60588)  0.041
C (-0.55297, -1.63650, -0.66333)  -0.135
H (-0.61297, 2.45499, 1.94721)  0.298
H (-0.80294, 2.53162, 0.17606)  0.313
H (0.75875, 1.64370, 0.79523)  0.229
H (-1.34160, -2.28997, -1.04248)  0.379
H (2.95981, -2.10887, 0.06465)  0.161
N (0.67211, -2.17073, -0.64082)  -0.341
S (-1.17617, 0.21038, 1.05549)  0.061
S (-0.80055, 0.81492, -1.93575)  -0.177
S (1.96835, -1.18303, -0.08655)  -0.074

Results
Lowest unoccupied orbital energy ... -0.9 eV
Energy ... -37185.4355 eV
HOMO level ... -8.976 eV
Total charge ... 0
Frontier orbital gap ... 8.03 eV

---

(2)
Density functional theory data (the ωB97M-V functional and the def2-TZVPD basis) for a single C3H5NS4 molecule.

Last column: Mulliken charge in e.
Geometry (Å):
S (0.85013, 2.86479, 0.29238)  -0.208
C (0.72419, 1.19094, 0.54817)  0.291
C (1.31366, 0.42088, -0.61007)  -0.662
S (2.65028, -0.92603, -0.12685)  -0.134
S (-0.09041, 0.16339, 1.78359)  -0.050
C (-0.95459, -1.04793, 0.72700)  -0.021
N (-2.02020, -0.85383, 0.07167)  -0.258
S (-3.00985, 0.52850, -0.16693)  -0.056
H (1.99688, 1.38489, -1.01239)  0.346
H (0.50291, -0.06007, -1.51123)  0.282
H (2.00475, -1.70775, 0.75377)  0.074
H (-0.20710, -2.11957, 0.49883)  0.227
H (-3.76064, 0.16177, -1.24794)  0.169

Results
Lowest unoccupied orbital energy ... -1.2 eV
Energy ... -48018.6280 eV
HOMO level ... -8.960 eV
Total charge ... 0
Frontier orbital gap ... 7.74 eV